{"formula": "C16H39MgN3O12S4", "method": "ωB97M-V/def2-TZVPD", "elements": ["Mg", "N", "O", "O", "O", "N", "O", "O", "O", "C", "C", "N", "H", "H", "H", "C", "S", "O", "C", "H", "H", "H", "H", "H", "H", "C", "S", "O", "C", "H", "H", "H", "H", "H", "H", "C", "S", "O", "C", "H", "H", "H", "H", "H", "H", "C", "S", "O", "C", "H", "H", "H", "H", "H", "H", "C", "C", "O", "C", "H", "H", "H", "H", "H", "H", "C", "C", "O", "C", "H", "H", "H", "H", "H", "H"], "xyz": [[0.094293, -2.261117, -0.023275], [-1.951624, -3.112936, 2.206190], [-1.043890, -2.594093, 1.573115], [-2.490803, -4.076784, 1.734704], [-2.180724, -2.564911, 3.251403], [-1.295286, 0.433761, -0.010656], [-2.378425, 0.350418, 0.584509], [-0.722737, -0.522918, -0.485643], [-0.800139, 1.533691, -0.240373], [-5.006035, -0.234642, 3.275109], [-6.220746, 0.515852, 2.828042], [-7.187826, 1.082478, 2.483233], [-4.471997, 0.238773, 4.098998], [-4.298570, -0.183240, 2.447495], [-5.193090, -1.279799, 3.521588], [-2.942341, -4.786242, -2.338922], [-2.767895, -3.162067, -1.446983], [-1.226858, -3.070081, -1.171266], [-3.198378, -2.261311, -3.082654], [-3.969261, -4.830748, -2.701626], [-2.798187, -5.705997, -1.772041], [-2.443204, -4.736462, -3.306650], [-4.274979, -2.360571, -3.221164], [-2.533778, -2.527205, -3.904663], [-2.958304, -1.209000, -2.930660], [2.621651, -0.105003, -2.548041], [2.246004, -1.890913, -2.561582], [1.290656, -2.218582, -1.440810], [1.188003, -2.332280, -3.991205], [1.787589, 0.533304, -2.256499], [3.142651, 0.059540, -3.491221], [3.461575, -0.021573, -1.858352], [1.004969, -3.406759, -3.981931], [1.564834, -2.099351, -4.987112], [0.222879, -1.837916, -3.880491], [2.532670, 2.589745, 0.708226], [3.218876, 3.017885, -0.898481], [2.103967, 3.983409, -1.439794], [4.582788, 4.171710, -0.295266], [2.371729, 3.483030, 1.311758], [3.217056, 1.888487, 1.185663], [1.567806, 2.203890, 0.379203], [4.143526, 5.132418, -0.026569], [5.328294, 4.244966, -1.087061], [5.024365, 3.848740, 0.647503], [3.968541, -2.281671, 0.963625], [2.735260, -0.997703, 1.457640], [1.297678, -1.441772, 1.192617], [3.133126, -1.001358, 3.298767], [5.026234, -2.033704, 1.052484], [3.896241, -2.422370, -0.114841], [3.741038, -3.210444, 1.486812], [2.890061, -0.150325, 3.934979], [4.200985, -1.154424, 3.454763], [2.497850, -1.804631, 3.671976], [1.050178, 2.586634, -4.495465], [-0.396232, 2.589014, -3.980419], [-1.193484, 1.618398, -4.091918], [-0.943961, 3.812876, -3.241052], [1.087005, 3.536199, -5.029380], [1.192027, 1.748578, -5.177861], [1.748463, 2.661470, -3.661864], [-1.995212, 3.856681, -3.525761], [-0.463036, 4.752286, -3.513673], [-0.934626, 3.775909, -2.151711], [-0.662977, 1.382746, 3.508656], [-0.572074, 1.073271, 4.969110], [0.495575, 0.754835, 5.445202], [-1.798549, 0.963742, 5.880722], [-1.045574, 2.402906, 3.540272], [-1.329282, 0.693072, 2.990517], [0.312770, 1.488305, 3.034449], [-2.527735, 1.714671, 5.576595], [-1.534678, 1.193700, 6.913000], [-2.236721, -0.026485, 5.756013]], "atomic_forces_ev_per_a": [[-1.0, 0.1, -0.1], [-0.4, -0.4, -0.1], [2.3, 1.3, -1.3], [-1.0, -0.9, 0.2], [-1.2, 0.1, 1.7], [-1.0, 3.0, 0.0], [0.5, -0.6, 0.1], [0.5, -2.1, -0.6], [-0.2, 0.3, 0.6], [-0.1, 0.6, -0.7], [-1.7, 0.7, -0.1], [2.5, -1.4, 0.8], [-0.5, 0.2, 0.2], [0.0, -0.2, -0.1], [-0.3, 0.2, -0.1], [-1.0, 0.4, -0.3], [1.6, -1.0, -1.9], [-2.6, -0.6, -1.2], [1.1, 0.8, 1.6], [-0.4, 0.2, 0.5], [0.5, 0.5, 0.2], [0.8, -0.1, 0.5], [0.2, -0.3, -0.2], [-0.4, -0.7, 0.1], [-0.3, 0.1, 0.4], [0.2, -1.0, -0.1], [0.0, -0.8, -0.6], [1.2, 0.2, -0.6], [-0.3, 0.8, -0.3], [0.0, 0.0, -0.4], [-0.6, 0.4, -0.4], [-0.3, -0.1, 0.5], [0.4, 0.0, 0.5], [0.5, 0.3, 0.3], [0.1, 0.2, 0.2], [0.3, 0.1, -0.5], [-1.4, 3.6, 0.2], [2.2, -2.1, 0.4], [-0.5, -0.6, 0.0], [0.1, 0.0, -0.2], [-0.4, -0.1, 0.1], [0.0, -0.4, 0.5], [-0.3, 0.0, -0.6], [-0.1, 0.1, 0.2], [0.1, -0.6, -0.2], [-0.8, -0.5, -0.3], [1.2, 1.4, 0.3], [2.1, -0.3, 1.6], [-0.8, -0.7, -0.3], [-0.2, 0.6, 0.8], [-0.6, -0.1, 0.0], [0.1, 0.0, -0.1], [-0.5, 0.6, -0.9], [-0.1, -0.5, -0.4], [0.4, -0.3, 0.2], [-1.7, 0.4, 0.0], [-2.0, -2.2, 1.2], [2.6, 2.1, -0.1], [-0.1, 0.2, -0.7], [0.5, 0.0, -0.2], [0.2, 0.0, 0.2], [0.0, -0.1, 0.0], [0.0, 0.1, 0.0], [0.1, -0.1, -0.1], [0.4, -0.5, 0.0], [-0.3, 1.1, 0.5], [0.6, -1.8, 0.9], [0.6, 0.3, 0.1], [0.0, 1.2, -1.0], [-0.6, 0.1, -0.7], [-0.1, 0.3, -0.1], [0.0, -0.5, 0.2], [-0.3, -0.1, 0.0], [0.2, -0.4, -0.1], [0.0, 0.0, 0.2]], "spin_multiplicity": 2, "s_squared": 0.755, "total_charge": 1, "lumo_ha": [-0.088, -0.291], "homo_lumo_gap_ev": [9.077, 3.404]}

=====

{"formula": "C16H39N4NiP", "method": "ωB97M-V/def2-TZVPD", "elements": ["Ni", "C", "C", "N", "C", "C", "N", "C", "C", "C", "N", "C", "C", "N", "C", "H", "H", "H", "H", "H", "H", "H", "H", "H", "H", "H", "H", "H", "H", "H", "H", "H", "H", "H", "H", "H", "H", "H", "H", "C", "C", "P", "C", "C", "C", "C", "H", "H", "H", "H", "H", "H", "H", "H", "H", "H", "H", "H", "H", "H", "H"], "xyz": [[0.079664, 0.021210, -0.896089], [2.541107, -2.079561, -1.289225], [2.773644, -0.744716, -1.988539], [2.118313, 0.355777, -1.239587], [2.267932, 1.681111, -1.889721], [1.205543, 2.634272, -1.368994], [-0.114026, 2.006728, -1.579769], [-1.249820, 2.754610, -0.996278], [-2.591320, 2.194849, -1.453464], [-2.944060, 0.789222, -0.975181], [-1.961942, -0.203658, -1.469359], [-2.399621, -1.616246, -1.368992], [-1.188556, -2.565138, -1.273330], [0.052348, -1.917421, -1.758579], [1.246653, -2.806478, -1.655194], [2.595518, -1.913841, -0.208742], [3.365674, -2.754553, -1.520739], [2.368696, -0.748681, -3.003835], [3.843751, -0.544554, -2.076229], [2.567601, 0.401673, -0.327425], [2.138613, 1.536910, -2.965595], [3.268202, 2.092131, -1.742353], [1.280372, 3.602956, -1.868984], [1.323867, 2.804561, -0.300070], [-0.260999, 1.982770, -2.589586], [-1.186067, 3.809529, -1.276832], [-1.151966, 2.700402, 0.089090], [-2.646694, 2.230354, -2.548554], [-3.371582, 2.874978, -1.108844], [-3.946558, 0.534085, -1.329115], [-2.958796, 0.742834, 0.113379], [-1.864842, -0.010016, -2.467411], [-3.032859, -1.869320, -2.221049], [-3.014786, -1.730797, -0.476756], [-1.388426, -3.493957, -1.811576], [-1.007928, -2.829463, -0.235134], [-0.071411, -1.733963, -2.752697], [1.376747, -3.332257, -2.603005], [1.039958, -3.570816, -0.905961], [0.771158, -2.366793, 3.369969], [0.341397, -2.073082, 1.932032], [0.035543, -0.299394, 1.530359], [-1.581562, -0.056306, 2.366099], [-1.969696, 1.375778, 2.720424], [1.256246, 0.579688, 2.578144], [1.426011, 2.078539, 2.326661], [0.814900, -3.443840, 3.523968], [0.068463, -1.963260, 4.098910], [1.757988, -1.964730, 3.592049], [-0.602400, -2.585069, 1.728203], [1.073601, -2.475790, 1.230476], [-1.551910, -0.659640, 3.276570], [-2.333044, -0.524055, 1.723557], [-1.279422, 1.805440, 3.445455], [-2.961512, 1.390315, 3.170158], [-1.994189, 2.032695, 1.850472], [2.213237, 0.067004, 2.447659], [0.962464, 0.392327, 3.613241], [2.120764, 2.263791, 1.507779], [1.846427, 2.561911, 3.206980], [0.483619, 2.578970, 2.101141]], "atomic_forces_ev_per_a": [[-0.3, -0.1, 0.0], [0.0, 0.0, 0.0], [0.0, 0.0, 0.0], [0.0, 0.0, 0.1], [0.0, 0.0, 0.0], [0.0, 0.0, 0.0], [0.1, 0.1, 0.0], [0.0, 0.0, 0.0], [0.0, 0.0, 0.0], [0.0, 0.1, 0.0], [0.1, 0.0, -0.1], [0.1, 0.0, 0.0], [-0.1, 0.0, 0.0], [0.1, 0.0, 0.1], [0.1, 0.0, 0.0], [0.0, 0.0, 0.0], [0.0, 0.0, 0.0], [0.0, 0.0, 0.0], [0.0, 0.0, 0.0], [0.0, 0.0, 0.0], [0.0, 0.0, 0.0], [0.0, 0.0, 0.0], [0.0, 0.0, 0.0], [0.0, 0.0, 0.0], [0.0, 0.0, 0.0], [0.0, 0.0, 0.0], [0.0, 0.0, 0.0], [0.0, 0.0, 0.0], [0.0, 0.0, 0.0], [0.0, 0.0, 0.0], [0.0, 0.0, 0.0], [-0.1, 0.0, 0.1], [0.0, 0.0, 0.0], [0.0, 0.0, 0.0], [0.0, 0.0, 0.0], [0.0, 0.0, 0.0], [0.0, 0.0, 0.0], [0.0, 0.0, 0.0], [0.0, 0.0, 0.0], [0.0, 0.0, 0.0], [0.0, 0.0, 0.0], [0.0, -0.1, -0.1], [0.0, 0.0, 0.0], [0.0, 0.0, 0.0], [0.0, 0.0, 0.0], [0.0, 0.0, 0.0], [0.0, 0.0, 0.0], [0.0, 0.0, 0.0], [0.0, 0.0, 0.0], [0.0, 0.0, 0.0], [0.0, 0.0, 0.0], [0.0, 0.0, 0.0], [0.0, 0.0, 0.0], [0.0, 0.0, 0.0], [0.0, 0.0, 0.0], [0.0, 0.0, 0.0], [0.0, 0.0, 0.0], [0.0, 0.0, 0.0], [0.0, 0.0, 0.0], [0.0, 0.0, 0.0], [0.0, 0.0, 0.0]], "spin_multiplicity": 3, "s_squared": 2.006, "total_charge": 2, "lumo_ha": [-0.198, -0.243], "homo_lumo_gap_ev": [9.800, 9.570], "e_above_lowest_kcal_mol": 11.69}